# 1
ORCA calculation (ωB97M-V/def2-TZVPD) on a molecular structure, C15H30BBr4FMgN3O9 in a non-equilibrium geometry.

Spin multiplicity: 2
Expectation value of S²: 0.7540
HOMO energy (alpha / beta), eV: -8.7 / -8.7
Kohn-Sham gap (alpha / beta), eV: 4.29 / 4.29
LUMO level (alpha / beta), eV: -4.4 / -4.4
Total energy, a.u.: -12051.5807

Last column: natural (NBO) charge in e.
Positions of all 64 atoms, in Å:
C  1.830  1.735  -0.093  -0.63
C  1.145  2.811  -0.988  0.07
C  2.053  3.051  -2.217  -0.62
C  -0.187  2.178  -1.467  -0.43
C  -1.453  2.551  -0.653  -0.38
Br  -1.761  1.218  0.771  -0.01
B  -2.671  2.398  -1.699  1.16
N  -3.327  3.522  -2.380  -1.15
O  -3.090  1.123  -2.024  -0.91
C  -1.438  3.967  -0.023  -0.43
C  -0.218  4.798  -0.411  0.09
C  -0.260  5.384  -1.824  -0.63
C  -0.189  5.991  0.563  -0.60
N  0.971  3.978  -0.121  0.03
O  2.049  4.619  0.092  -0.37
H  1.079  1.068  0.309  0.26
H  2.356  2.189  0.795  0.27
H  2.573  1.130  -0.570  0.02
H  1.471  3.069  -3.134  0.22
H  2.783  2.262  -2.369  0.20
H  2.598  3.990  -2.175  0.24
H  -0.403  2.385  -2.515  0.22
H  -0.044  1.107  -1.402  0.25
H  -3.915  4.046  -1.739  0.39
H  -2.661  4.210  -2.715  0.38
H  -3.973  1.008  -1.658  0.51
H  -1.359  3.822  1.052  0.24
H  -2.356  4.521  -0.179  0.22
H  -0.037  4.677  -2.619  0.21
H  -1.282  5.720  -1.993  0.21
H  0.370  6.260  -1.912  0.23
H  0.306  6.854  0.137  0.22
H  -1.213  6.284  0.790  0.21
H  0.272  5.714  1.504  0.24
Mg  4.051  0.420  0.218  1.60
N  4.026  -2.937  -2.303  0.70
O  3.638  -1.712  -2.332  -0.63
O  3.829  -3.628  -1.300  -0.50
O  4.595  -3.380  -3.290  -0.43
C  -1.507  -3.044  1.436  -0.15
C  -0.751  -2.077  2.313  0.45
O  0.132  -2.926  3.015  -0.49
C  0.381  -3.998  2.204  0.97
O  1.271  -4.758  2.365  -0.56
O  -0.520  -4.057  1.197  -0.48
F  -1.569  -1.452  3.202  -0.33
H  -2.365  -3.485  1.947  0.24
H  -1.842  -2.597  0.503  0.21
H  -0.175  -1.325  1.770  0.15
C  -5.448  -3.155  3.743  -0.25
O  -4.314  -3.208  2.880  -0.73
H  -5.608  -4.153  4.140  0.19
H  -5.270  -2.466  4.572  0.17
H  -6.339  -2.843  3.193  0.16
H  -4.170  -2.326  2.527  0.46
Br  4.876  -7.859  -1.703  -0.03
C  3.423  -7.133  -0.635  -0.44
C  2.947  -8.133  0.383  -0.44
Br  1.851  -9.527  -0.426  -0.03
H  2.645  -6.825  -1.324  0.23
H  3.834  -6.253  -0.147  0.25
H  2.304  -7.653  1.113  0.24
H  3.765  -8.635  0.889  0.23
Br  2.290  1.485  2.716  -0.65

# 2
ORCA calculation (ωB97M-V/def2-TZVPD) on a molecular structure, C6H11NO in a non-equilibrium geometry.

HOMO energy, eV: -8.3
Kohn-Sham gap, eV: 9.27
LUMO level, eV: 1.0
Energy relative to the best compared isomer or geometry (same formula, charge and spin), kcal per mole: 132.5
Total energy, a.u.: -365.0203

Last column: natural (NBO) charge in e.
Positions of all 19 atoms, in Å:
C  0.546  -0.247  0.571  -0.05
C  -2.063  -1.804  -0.266  -0.25
C  1.779  -0.837  -0.066  -0.63
C  -0.473  0.331  -0.208  0.35
C  1.638  2.202  0.481  -0.11
C  -1.335  1.262  -0.508  -0.46
O  -0.790  -1.340  -0.628  -0.64
N  0.940  1.465  1.215  -0.44
H  0.232  -0.668  1.522  0.24
H  -2.414  -1.378  0.686  0.16
H  -2.796  -1.548  -1.044  0.16
H  -2.033  -2.895  -0.168  0.19
H  2.658  -0.595  0.531  0.23
H  1.653  -1.916  -0.127  0.24
H  1.935  -0.453  -1.072  0.22
H  2.079  3.114  0.897  0.17
H  1.856  2.009  -0.580  0.14
H  -2.226  1.023  -1.069  0.24
H  -1.188  2.275  -0.166  0.25